Entry 1:
62
Properties=species:S:1:pos:R:3 method="wB97M-V/def2-TZVPD" multiplicity=2 energy_ev=-157898.6195 charge=0 relative_energy_ev=0.540 homo_lumo_gap_ev="7.22 / 7.37"
C 1.012 -2.007 1.880
Co 0.218 0.010 -0.554
H 1.502 -3.653 4.666
C 4.152 -0.387 0.906
C 6.307 -0.555 1.970
C -2.764 1.038 -0.268
H -1.086 -3.497 2.304
N -3.270 -0.118 0.150
C -4.498 -0.692 -0.384
C -1.183 -2.699 4.300
H -5.356 -0.282 0.156
H 0.962 2.407 -0.927
H 2.191 -5.287 2.897
N 0.824 -2.895 2.871
H 7.829 0.768 1.235
H -1.382 -5.401 -1.624
H -2.936 2.531 -1.552
C -1.131 -3.315 -2.045
N 1.002 1.565 -1.491
C 5.968 1.034 0.200
H -0.559 -2.615 5.192
C 1.939 -3.301 3.731
H 6.348 1.815 -0.446
H -5.450 1.627 -1.647
N 2.275 -1.572 1.767
H -1.269 -3.011 -1.018
H -0.503 -2.162 -5.145
H -4.477 -1.768 -0.224
C -0.474 -3.476 3.202
S -0.381 -1.541 0.965
C 2.787 -4.394 3.098
H 3.604 -4.675 3.765
N -1.013 -5.124 -3.626
Se -0.835 -0.496 -2.693
C 4.989 -0.968 1.854
H -0.296 -4.509 3.507
C 4.653 0.612 0.080
H -1.420 -1.692 3.953
H 3.210 -4.043 2.158
H 0.514 1.731 -2.366
H 4.004 1.056 -0.661
C 2.726 -0.834 0.763
C -0.881 -2.368 -3.036
H -3.742 -0.792 -2.382
C -1.184 -4.656 -2.389
H -2.742 -0.599 0.861
N -3.389 1.686 -1.249
H -4.393 1.444 -3.052
H 4.593 -1.748 2.489
H 6.953 -1.016 2.707
C 6.799 0.447 1.145
C -0.775 -4.210 -4.567
C -4.528 1.164 -2.008
H 2.548 -2.427 3.948
S -1.360 1.689 0.485
H -2.111 -3.199 4.582
C -0.701 -2.847 -4.331
C -4.589 -0.346 -1.859
H -0.633 -4.592 -5.573
O 2.127 -0.513 -0.295
H 1.965 1.329 -1.706
H -5.516 -0.730 -2.284


Entry 2:
62
Properties=species:S:1:pos:R:3 method="wB97M-V/def2-TZVPD" multiplicity=3 energy_ev=-61830.7992 charge=0 relative_energy_ev=5.292 homo_lumo_gap_ev="4.30 / 5.15"
C -0.238 -2.166 6.055
H -1.945 -0.661 1.349
H -1.910 1.957 1.803
H 2.269 -2.289 2.664
C -0.598 -1.973 4.751
H 2.256 0.976 3.906
C -2.435 -0.668 -6.536
C 2.784 1.357 -0.943
C -0.686 0.440 5.145
H -2.710 2.929 -1.303
H -2.757 -1.457 -7.262
C 2.949 -1.583 -1.608
H -3.327 1.386 -2.010
H 2.446 2.255 -1.478
H 2.061 -0.772 4.285
O 1.456 0.662 1.546
F -0.895 1.690 4.646
C 1.884 -1.738 1.782
H -0.171 1.641 1.490
C -2.471 0.661 -6.963
H 2.595 -1.947 0.969
C -1.557 -0.061 -4.323
C 2.009 0.344 -3.429
H 1.713 0.122 0.751
N -1.036 -0.377 -3.108
C -2.082 -0.599 0.258
C -0.111 -1.058 6.930
H 1.789 1.411 -3.591
C -2.059 1.633 -6.045
H -3.798 1.862 -0.315
W -0.299 -0.493 -1.508
H 2.690 -2.219 -2.476
C -1.105 2.037 1.063
H 1.310 -0.235 -4.055
C -0.338 0.235 6.437
F -0.055 -3.402 6.553
H -1.286 2.091 -4.094
C -1.615 1.291 -4.782
P 1.917 -0.076 -1.572
C -2.998 1.884 -1.079
C -0.798 -0.655 4.211
H -2.077 2.697 -6.376
H -1.512 -1.456 -0.207
H 4.012 -1.289 -1.655
F 0.188 -1.250 8.214
H -1.963 -2.085 -4.975
H 3.569 -0.208 3.520
H -3.144 -0.731 0.002
F -0.260 1.283 7.297
C -1.992 -1.025 -5.278
H 0.887 -2.144 1.607
C 1.872 -0.340 2.256
P -1.520 1.044 -0.369
H -2.833 0.926 -7.944
H 2.752 -2.159 -0.695
C 2.467 -0.048 3.552
F -0.721 -3.036 3.919
H 3.035 0.150 -3.804
H 3.861 1.176 -0.989
O -0.991 -0.457 2.988
H -0.948 3.071 0.720
H 2.474 1.448 0.103


Entry 3:
57
Properties=species:S:1:pos:R:3 method="wB97M-V/def2-TZVPD" energy_ev=-41320.9042 charge=0 homo_lumo_gap_ev=1.33
O -2.375 4.598 -2.570
H 2.930 0.933 -0.376
C 2.355 -0.912 3.800
C 2.464 -3.824 0.864
C -1.780 3.356 -4.432
H -1.286 -0.217 -1.163
C -2.671 4.467 -3.851
C 3.977 0.460 -0.133
C 1.572 -2.464 1.131
H -0.732 5.031 -0.932
C -0.452 4.540 1.419
H 4.674 -0.157 2.044
H 0.511 -0.502 -0.620
H 1.565 -2.889 4.665
H -2.559 5.326 -4.528
H 3.437 -1.273 4.062
H -2.170 -1.668 0.812
N -0.319 -3.984 -0.011
H -2.031 3.178 -5.484
H 0.788 -1.248 5.441
H -0.421 5.670 1.801
H 4.719 1.355 0.137
H -2.495 -3.871 0.395
C -0.540 1.297 0.395
H 2.476 -6.097 -0.012
H 3.603 -3.860 1.175
C -1.034 -1.391 0.838
H -4.420 3.870 -5.002
H 4.419 -0.111 -1.063
H -4.816 4.817 -3.564
C -0.712 2.549 -0.694
C -0.283 3.301 2.514
O -2.688 -6.585 -0.502
H -1.907 -3.325 -1.409
H -0.177 0.893 2.795
P 2.195 -0.832 1.899
H -1.901 2.402 -3.902
H -0.822 -1.009 1.950
H -0.853 2.299 -1.838
C -4.145 4.041 -3.954
C -0.007 -2.661 0.612
H -0.130 3.524 3.657
C 1.148 -1.810 4.468
N 0.398 -5.102 -0.267
C -0.310 1.730 1.958
H 0.260 -1.803 3.670
C -0.576 -0.221 -0.215
C 1.817 -5.140 0.157
C -0.643 4.127 -0.182
F -1.724 -5.923 -2.611
H -0.719 3.631 -4.391
H -4.353 3.112 -3.407
H 4.347 -1.618 0.791
C -2.076 -5.588 -1.183
H 2.282 0.212 4.194
C 3.967 -0.554 1.169
C -1.781 -4.082 -0.516


Entry 4:
56
Properties=species:S:1:pos:R:3 method="wB97M-V/def2-TZVPD" smiles="COc1ccc(CCN2C[C@H](C(=O)N3CCCCCC3)CCC2=O)cc1" energy_ev=-31387.7456 charge=0 relative_energy_ev=1.168 homo_lumo_gap_ev=8.96
H -3.507 0.291 0.873
O 2.565 -0.678 3.604
H 2.422 2.795 -1.507
H -2.904 -2.156 2.592
H 1.867 -1.559 -0.723
C -0.937 -0.617 -1.072
H -0.669 -2.507 1.568
H 2.337 -0.098 -2.467
C 2.823 0.691 -1.892
H 2.574 1.125 4.634
C 2.682 -0.280 2.303
H 3.870 0.740 -2.204
H -3.097 0.365 2.587
H -1.296 0.078 -3.431
H 4.161 0.317 4.481
C -2.941 -0.202 1.667
H -3.709 -1.716 -0.291
C -1.761 0.899 -2.880
H -2.214 -4.108 0.830
C 2.205 -1.176 1.347
H -1.141 0.873 1.145
H -2.843 0.764 -2.928
H -4.345 -3.119 0.552
C -1.444 -0.157 1.335
H -0.447 2.748 -0.863
C 0.153 2.296 -3.563
C -3.515 -2.409 0.530
H 2.909 -0.366 5.548
H -1.754 3.064 -2.959
O 0.788 2.608 -4.551
C 3.086 0.157 4.609
C 2.247 -0.860 0.006
C -1.288 0.834 -1.423
H -2.252 -3.483 -0.819
H 1.812 -2.122 1.685
H -0.875 -0.505 2.203
C -0.948 -2.411 0.518
C -0.075 1.769 -1.203
C -2.236 -3.195 0.233
H 3.631 1.634 2.588
H -1.731 2.286 -4.549
H 2.531 2.362 -3.229
H -2.094 1.173 -0.769
H 0.572 1.365 -0.421
H -0.143 -2.818 -0.098
O -0.557 -1.401 -1.922
C 3.281 1.223 0.529
C 2.168 2.032 -2.252
N 0.730 1.950 -2.386
C 2.774 0.353 -0.427
C -3.488 -1.619 1.843
N -1.078 -0.997 0.219
H -4.508 -1.535 2.225
C -1.358 2.218 -3.527
H 3.731 2.156 0.223
C 3.231 0.925 1.881


Entry 5:
60
Properties=species:S:1:pos:R:3 method="wB97M-V/def2-TZVPD" smiles="CC[C@](C)(C(=O)NC1CCCCC1)N(Cc1ccco1)C(=O)C[C@@H]1NC(=O)NC1=O" energy_ev=-38464.6482 charge=0 relative_energy_ev=0.000 homo_lumo_gap_ev=9.12
H -0.290 -3.523 -0.241
O 0.881 0.939 -0.618
N 0.361 -0.500 4.228
H 4.022 -1.618 2.218
H -4.090 4.135 -2.875
H 1.232 -2.035 -3.303
C 3.239 -2.154 1.726
H -1.307 4.323 -0.333
H 2.482 -0.705 0.214
O 2.304 0.446 3.396
H 0.076 3.724 -3.825
C -1.162 -0.968 -3.057
H 2.098 -1.219 -1.986
H -1.185 1.430 -2.916
C 0.430 -2.788 -0.617
C -0.431 3.065 -1.836
H -3.099 2.221 -1.629
C -1.482 3.330 -0.752
H -0.993 -0.468 -4.007
C 2.794 -3.407 1.999
C -1.137 -0.989 -0.007
H 1.091 0.170 -4.514
C 0.144 0.716 -1.566
H -0.508 -2.326 1.610
H -2.178 4.628 -4.395
H 2.038 0.906 -3.218
C 2.430 -1.674 0.664
H -2.929 5.233 -2.125
C -2.064 3.910 -3.580
H -1.354 2.593 0.042
H 0.803 -3.171 -1.570
C 1.163 0.109 3.236
O -1.823 -0.031 -0.330
H 0.696 0.582 1.257
H -2.231 -1.887 1.609
O 1.769 -3.736 1.188
C -0.935 -0.340 2.340
C -0.894 -0.793 3.799
N -0.244 -1.531 -0.867
N 0.377 0.218 2.149
N -0.458 1.679 -2.268
H 3.102 -4.143 2.714
H 0.704 -0.688 5.157
C -0.637 3.985 -3.040
C -2.898 3.245 -1.309
H 2.741 -0.366 -4.212
C 1.339 -1.094 -2.758
H -1.251 -2.037 -3.251
H -3.612 3.485 -0.520
H -1.716 0.415 2.182
H -2.262 2.918 -3.994
C -1.219 -1.532 1.407
C 1.553 -2.675 0.373
H -0.430 5.009 -2.725
H 0.565 3.227 -1.407
H -2.095 -0.625 -2.618
C 0.000 -0.737 -2.087
C -3.075 4.210 -2.478
C 1.825 -0.025 -3.735
O -1.772 -1.322 4.429


Entry 6:
65
Properties=species:S:1:pos:R:3 method="wB97M-V/def2-TZVPD" multiplicity=5 energy_ev=-82137.0151 charge=+2 relative_energy_ev=0.397 homo_lumo_gap_ev="7.38 / 5.46"
C -0.505 -3.054 2.056
C -2.796 -2.870 -0.380
C -3.842 -2.521 -3.951
C -2.697 -1.934 -4.452
H 4.966 2.192 -0.085
C -0.204 1.272 -2.414
H -0.744 -1.185 -3.943
H 3.827 -1.421 3.659
H -0.425 2.864 1.034
C 2.569 -1.074 -2.911
S 1.646 1.293 -4.127
H 3.739 3.367 0.408
N -1.671 0.614 -0.563
O 1.754 1.602 0.694
H -4.675 -2.755 -4.601
N -1.803 -2.503 0.335
H 2.739 1.657 -1.108
C 4.042 2.323 0.479
C -0.532 2.514 2.061
H 0.225 2.936 4.029
C 2.971 1.412 -0.071
H 1.803 -0.058 4.271
H 2.407 1.273 3.273
H 4.430 -0.076 2.679
C -2.732 0.968 0.116
H -3.575 -3.502 0.038
N -1.742 -2.948 1.615
C 1.578 0.039 -2.970
H -3.844 0.899 1.939
H -1.585 2.541 2.337
H -3.990 -0.544 0.948
S -3.445 2.418 -0.452
H -0.172 2.908 -3.879
C -1.381 1.515 -1.573
N -1.697 -1.925 -2.282
H 1.344 3.355 2.712
H 0.625 -3.629 3.652
O 1.793 -0.443 2.250
H 2.400 -1.665 -2.009
H -4.770 -3.293 -2.162
C 3.825 -0.338 3.548
H -0.073 4.359 3.028
H -2.600 -1.699 -5.502
C 0.244 2.005 -3.464
C 2.420 0.191 3.409
O -0.166 1.106 2.124
C 0.299 3.334 3.017
N -0.294 -3.369 3.337
S 0.856 -2.927 0.973
H -2.237 3.382 -2.347
P 0.892 0.353 1.211
N 0.569 0.160 -2.145
C -3.900 -2.818 -2.595
H -1.086 -3.599 3.918
H 4.247 2.091 1.524
H 3.591 -0.696 -2.890
H 2.477 -1.728 -3.778
H -2.492 -0.242 1.846
C -2.812 -2.506 -1.800
C -1.651 -1.650 -3.579
C -3.295 0.228 1.281
C -2.248 2.555 -1.657
H 3.283 0.365 -0.016
Rh -0.175 -1.218 -0.526
H 4.291 0.098 4.432


Entry 7:
62
Properties=species:S:1:pos:R:3 method="wB97M-V/def2-TZVPD" energy_ev=-45626.8134 charge=-1 homo_lumo_gap_ev=5.32
C -4.561 2.290 -0.877
H -1.840 -2.718 -2.934
C -1.399 -1.733 -3.261
H -5.510 2.055 -0.310
C 5.491 2.411 4.423
H -5.454 3.891 -2.049
H 2.532 0.862 5.015
C 5.715 0.034 4.237
H 7.332 1.432 3.941
H -0.453 -2.003 -3.804
N 6.548 -1.143 3.997
O -2.311 -1.153 -4.192
H -2.885 3.281 -2.837
C 6.284 1.300 4.175
C -4.494 -1.154 -1.284
O 7.729 -0.971 3.768
H 5.923 3.403 4.381
C 2.573 -0.952 -0.126
C -5.513 -1.102 -2.433
H -4.115 3.865 -4.071
H -3.726 -1.958 -1.455
H -3.017 -1.763 -4.412
C 4.596 -2.032 -0.858
H -2.870 1.321 1.609
H -4.020 3.043 -0.247
C 3.677 -2.564 1.302
H -6.579 -1.351 -2.167
O -6.127 2.124 -2.831
C 3.558 -1.136 -1.087
C 4.658 -2.743 0.336
H -1.059 1.307 -1.588
H 3.514 -0.582 -2.017
O 6.007 -2.228 4.041
H -6.143 -0.873 -4.189
C 4.144 2.252 4.728
H 3.529 3.122 4.927
C -2.736 0.353 1.046
C -5.024 2.864 -2.256
C -3.882 3.083 -3.304
H -1.938 0.976 -3.115
H -1.474 -1.413 -1.107
O 0.692 -0.733 1.804
H 5.359 -2.178 -1.613
H 3.734 -3.121 2.228
H 3.921 -1.121 4.572
C 4.367 -0.135 4.531
H -6.138 2.416 -3.748
C -1.125 -0.833 -2.004
H 5.469 -3.438 0.512
H -1.627 0.172 1.057
N -5.262 -0.833 -3.668
H -3.776 2.120 -3.875
H -5.013 -1.444 -0.330
Al -3.452 0.571 -0.890
H -3.290 -0.454 1.598
O 1.688 -2.127 3.104
C 3.582 0.982 4.779
H 1.766 -0.255 -0.313
H -0.018 -0.714 -1.896
N 1.593 -1.496 2.065
C -1.791 0.598 -2.081
C 2.640 -1.673 1.059


Entry 8:
60
Properties=species:S:1:pos:R:3 method="wB97M-V/def2-TZVPD" multiplicity=3 energy_ev=-73575.4669 charge=-1 relative_energy_ev=0.000 homo_lumo_gap_ev="3.06 / 4.36"
H 0.475 -5.173 1.520
O -0.575 -4.348 -0.118
H -2.815 -2.465 -0.636
C -0.892 -1.279 -3.198
C 1.152 3.046 0.687
H 0.800 -3.719 3.294
H -2.826 2.313 -0.580
N 0.135 2.195 -0.005
H 0.762 2.481 2.720
H 0.363 -3.041 -3.249
H -0.027 1.197 5.511
H 2.983 3.988 0.082
H 2.920 -3.041 1.831
B 0.037 0.091 5.080
H -2.142 -3.426 -1.966
C -0.559 2.479 -3.864
H -2.307 3.272 -1.985
H 0.252 2.984 -3.318
C 0.273 -2.976 2.677
H -0.062 4.406 1.900
H 0.395 -1.992 3.130
H -2.796 -0.098 -0.665
C 0.375 4.352 0.884
Tm -0.569 0.046 0.487
C -2.109 -0.073 -1.533
H -0.798 -3.221 2.668
C -1.672 1.180 -2.014
H 1.502 -4.734 0.103
C -0.435 -2.561 -3.832
C -1.611 -1.307 -2.000
H 0.964 -0.520 5.503
C 2.388 3.110 -0.197
C -0.805 -3.064 -0.338
H 0.956 5.263 0.689
H -0.200 2.277 -4.878
C -1.995 2.486 -1.284
H -0.971 -0.531 5.265
C -0.955 1.184 -3.213
C -1.918 -2.613 -1.263
O -0.774 4.251 -0.065
C 0.830 -2.997 1.257
H 1.972 1.456 1.867
H 2.262 -1.396 1.604
C -0.639 -0.044 -3.791
N 0.324 0.098 2.421
H 2.987 2.203 -0.026
C -0.824 2.990 -0.460
H -1.253 -3.283 -3.935
N -0.043 -2.214 0.331
H -0.160 -0.036 -4.775
H 2.604 -2.413 0.177
Cl -2.774 0.395 1.494
H 2.094 3.142 -1.252
H -1.399 3.182 -3.933
C 0.658 -4.422 0.735
H -0.042 -2.348 -4.831
C 2.249 -2.427 1.215
C 0.207 0.171 3.590
H 2.428 3.043 2.467
C 1.599 2.479 2.016